1.
DFT (ωB97M-V/def2-TZVPD) results for a molecular structure, C23H12F5LuN2S4 in a non-equilibrium geometry.

The geometry in XYZ format:
```
47
Properties=species:S:1:pos:R:3
Lu -0.197 0.617 -0.034
S -0.027 3.123 1.153
C -1.680 2.933 0.838
N -2.137 1.899 0.137
C -3.505 1.958 -0.009
C -4.285 1.048 -0.720
C -5.650 1.241 -0.768
C -6.240 2.320 -0.115
C -5.481 3.234 0.593
C -4.112 3.052 0.631
S -2.897 4.046 1.398
H -3.807 0.223 -1.228
H -6.278 0.545 -1.307
H -7.309 2.451 -0.163
H -5.939 4.068 1.100
C 0.287 0.036 3.211
C 1.650 0.030 2.574
C 2.795 -0.182 3.358
C 4.028 -0.155 2.771
C 4.147 0.091 1.390
C 5.398 0.168 0.752
C 5.464 0.399 -0.599
C 4.296 0.528 -1.346
C 3.040 0.456 -0.766
S 1.656 0.570 -1.817
C 2.943 0.261 0.647
N 1.727 0.230 1.264
H 0.371 0.113 4.295
H -0.246 -0.894 2.981
H -0.313 0.887 2.850
H 2.679 -0.373 4.412
H 4.927 -0.315 3.348
H 6.292 0.031 1.342
H 6.421 0.465 -1.096
H 4.345 0.680 -2.413
F 0.284 -3.890 -4.968
C 0.044 -3.460 -3.726
C 0.368 -4.252 -2.620
F 0.920 -5.455 -2.800
C 0.129 -3.793 -1.333
F 0.434 -4.577 -0.296
C -0.412 -2.518 -1.093
S -0.730 -1.937 0.499
C -0.735 -1.764 -2.229
F -1.270 -0.492 -2.011
C -0.526 -2.203 -3.524
F -0.867 -1.444 -4.565
```

LUMO level (eV): -0.5
E_tot (eV): -117579.692
Molar mass (g mol⁻¹): 714.588
Multiplicity: 1
Frontier orbital gap (hartree): 0.2718

Atomic partial charges in e from the Mulliken method, atoms 1 to 6: atom 1 (Lu): 0.93, atom 2 (S): -0.40, atom 3 (C): 0.38, atom 4 (N): -0.38, atom 5 (C): -0.20, atom 6 (C): -0.21


2.
DFT (ωB97M-V/def2-TZVPD) results for C3H4ClF in the gas phase in a non-equilibrium geometry.

The geometry in XYZ format:
```
9
Properties=species:S:1:pos:R:3
C -0.284 1.096 -0.056
C -0.360 -0.364 -0.132
Cl -2.016 -0.885 0.027
C 0.610 -1.317 -0.109
F 1.866 -0.823 0.069
H -0.836 1.813 -0.518
H -0.286 1.442 0.982
H 0.803 1.400 -0.191
H 0.503 -2.361 -0.071
```

LUMO level (eV): 1.0
E_tot (eV): -18414.356
Molar mass (g mol⁻¹): 94.516
Multiplicity: 1
Frontier orbital gap (hartree): 0.3773

Atomic partial charges in e from the Mulliken method, atoms 1 to 6: atom 1 (C): -1.10, atom 2 (C): 0.44, atom 3 (Cl): -0.21, atom 4 (C): -0.29, atom 5 (F): -0.24, atom 6 (H): 0.41


3.
DFT (ωB97M-V/def2-TZVPD) results for a gas-phase ion, C4H8O2S (charge +1) in a non-equilibrium geometry.

The geometry in XYZ format:
```
15
Properties=species:S:1:pos:R:3
O 1.161 3.093 0.295
C 0.605 2.064 0.474
O 0.283 1.686 1.797
C 0.096 1.149 -0.655
C -0.210 -0.262 -0.141
C -0.353 -1.328 -1.233
S -0.746 -2.908 -0.369
H -0.211 2.430 2.141
H 0.828 1.115 -1.454
H -0.821 1.724 -0.842
H 0.645 -0.605 0.461
H -1.108 -0.218 0.484
H 0.625 -1.567 -1.681
H -1.168 -1.130 -1.929
H 0.397 -3.284 0.223
```

LUMO level (spin up / spin down) (eV): -4.0 / -9.3
E_tot (eV): -19198.349
⟨S²⟩: 0.753
Molar mass (g mol⁻¹): 120.173
Multiplicity: 2
Frontier orbital gap (spin up / spin down) (hartree): 0.3646 / 0.1677
Net charge: +1

Atomic partial charges in e from the Mulliken method, atoms 1 to 6: atom 1 (O): -0.43, atom 2 (C): 0.35, atom 3 (O): -0.46, atom 4 (C): -0.54, atom 5 (C): -0.60, atom 6 (C): -0.53


4.
DFT (ωB97M-V/def2-TZVPD) results for a molecular structure, C45H40BrF4MnN2PSi2.

The geometry in XYZ format:
```
96
Properties=species:S:1:pos:R:3
Mn 0.244 0.806 0.783
C 3.707 2.009 1.546
C 2.834 1.412 2.606
C 3.226 1.373 3.924
C 2.393 0.747 4.856
C 1.189 0.204 4.482
C 0.796 0.291 3.131
N 1.662 0.860 2.234
N -0.368 -0.091 2.554
Si -1.494 -1.211 3.288
C -2.946 -1.401 2.115
C -0.618 -2.841 3.556
C -2.203 -0.599 4.915
H 4.057 2.997 1.847
H 3.183 2.092 0.594
H 4.581 1.376 1.387
H 4.173 1.802 4.219
H 2.698 0.698 5.894
H 0.532 -0.253 5.206
H -2.701 -1.116 1.091
H -3.786 -0.780 2.432
H -3.286 -2.440 2.098
H -0.116 -3.173 2.644
H -1.322 -3.622 3.854
H 0.132 -2.758 4.346
H -2.490 0.454 4.862
H -1.536 -0.727 5.768
H -3.109 -1.172 5.133
F -0.376 6.318 -3.660
C -0.667 5.187 -3.043
C -1.570 4.299 -3.596
F -2.161 4.585 -4.744
C -1.868 3.117 -2.934
F -2.795 2.344 -3.497
C -1.259 2.760 -1.737
P -1.631 1.197 -0.841
C -2.116 -0.029 -2.079
C -1.391 -0.169 -3.259
C -1.706 -1.185 -4.147
C -2.737 -2.069 -3.860
C -3.459 -1.933 -2.683
C -3.152 -0.917 -1.793
C -3.132 1.674 0.067
C -3.046 1.905 1.438
C -4.155 2.357 2.139
C -5.352 2.573 1.476
C -5.444 2.340 0.109
C -4.339 1.897 -0.598
C -0.384 3.699 -1.188
Br 0.421 3.463 0.518
C -0.084 4.888 -1.821
F 0.754 5.764 -1.281
H -0.585 0.515 -3.496
H -1.144 -1.282 -5.066
H -2.980 -2.860 -4.557
H -4.266 -2.617 -2.456
H -3.728 -0.819 -0.881
H -2.128 1.703 1.977
H -4.082 2.532 3.205
H -6.219 2.920 2.023
H -6.379 2.506 -0.409
H -4.419 1.721 -1.663
C 2.102 1.005 -4.801
C 2.123 1.829 -3.684
C 1.979 1.276 -2.419
C 1.799 -0.099 -2.243
C 1.788 -0.912 -3.379
C 1.944 -0.366 -4.646
Si 1.650 -0.844 -0.529
C 0.804 -2.508 -0.521
C -0.566 -2.666 -0.325
C -1.160 -3.918 -0.356
C -0.380 -5.042 -0.587
C 0.989 -4.909 -0.779
C 1.578 -3.654 -0.739
C 3.364 -1.071 0.176
C 4.502 -0.739 -0.560
C 5.773 -0.955 -0.041
C 5.920 -1.498 1.227
C 4.795 -1.841 1.971
C 3.531 -1.633 1.446
H 2.219 1.429 -5.790
H 2.262 2.898 -3.798
H 2.019 1.932 -1.554
H 1.638 -1.981 -3.275
H 1.939 -1.012 -5.515
H -1.183 -1.797 -0.132
H -2.226 -4.016 -0.195
H -0.836 -6.024 -0.610
H 1.600 -5.786 -0.950
H 2.651 -3.568 -0.868
H 4.402 -0.309 -1.550
H 6.646 -0.698 -0.626
H 6.909 -1.662 1.635
H 4.908 -2.273 2.957
H 2.661 -1.912 2.034
```

LUMO level (spin up / spin down) (eV): -3.9 / -2.9
E_tot (eV): -187568.795
⟨S²⟩: 6.427
Molar mass (g mol⁻¹): 906.809
Multiplicity: 5
Frontier orbital gap (spin up / spin down) (hartree): 0.2354 / 0.2748
Net charge: +1

Atomic partial charges in e from the Mulliken method, atoms 1 to 6: atom 1 (Mn): -0.18, atom 2 (C): -0.92, atom 3 (C): 0.56, atom 4 (C): -1.07, atom 5 (C): -0.68, atom 6 (C): -0.68


5.
DFT (ωB97M-V/def2-TZVPD) results for 2 unconnected molecules or ions with the total composition C3H12NOS in a non-equilibrium geometry.

The geometry in XYZ format:
```
18
Properties=species:S:1:pos:R:3
C 1.412 1.408 0.240
C 0.586 0.643 -0.777
C 0.157 -0.748 -0.240
S -0.891 -1.478 -1.606
N -0.812 1.441 -0.868
H 2.307 0.729 0.492
H 0.896 1.526 1.200
H 1.990 2.299 -0.054
H 1.088 0.653 -1.743
H 1.141 -1.157 -0.197
H -0.459 -0.740 0.648
H -0.758 -2.699 -1.140
H -0.697 2.139 -1.618
H -1.611 0.798 -0.962
H -0.801 2.232 -0.136
H -1.509 -3.038 2.089
H -1.254 -1.615 2.499
O -0.784 -2.392 2.172
```

LUMO level (spin up / spin down) (eV): 0.5 / 0.4
E_tot (eV): -17674.260
⟨S²⟩: 0.751
Molar mass (g mol⁻¹): 110.202
Multiplicity: 2
Frontier orbital gap (spin up / spin down) (hartree): 0.1429 / 0.3675

Atomic partial charges in e from the Mulliken method, atoms 1 to 6: atom 1 (C): -1.56, atom 2 (C): 0.06, atom 3 (C): -1.04, atom 4 (S): -0.22, atom 5 (N): -1.96, atom 6 (H): 0.36


> Look up the E_tot of the fifth one.

-17674.260 eV